Formula: C26H28N2O4
Source: OMol25
Level of theory: wB97M-V/def2-TZVPD

```
60
C26H28N2O4, DFT wB97M-V/def2-TZVPD
C -3.076 -1.021 -3.336
H -3.911 -1.330 -3.884
H -2.899 0.157 -3.385
H -2.224 -1.428 -4.027
O -3.098 -1.767 -2.270
C -2.130 -1.383 -1.293
O -1.232 -0.755 -1.549
C -2.280 -1.839 -0.053
N -1.091 -2.186 0.653
H -0.391 -1.446 0.810
C -0.356 -3.136 0.185
C 1.057 -2.889 -0.021
C 1.589 -2.244 -0.984
C 2.880 -1.472 -0.857
C 3.773 -2.067 -0.110
C 3.335 -3.047 1.064
C 2.133 -3.631 1.038
H 1.761 -4.242 1.814
H 4.236 -3.291 1.578
H 4.765 -1.624 0.134
C 3.138 -0.447 -1.948
N 2.168 0.793 -1.610
H 1.319 0.509 -1.835
C 2.339 1.518 -0.370
C 1.469 2.831 -0.797
C 0.197 2.514 -0.813
C -0.733 3.391 -0.756
C -0.220 5.000 -0.493
C 1.015 4.976 -0.103
C 1.987 3.888 -0.186
H 3.017 4.177 -0.108
H 1.450 5.969 -0.112
H -0.897 5.725 -0.402
H -1.820 3.304 -0.962
H -0.314 1.446 -1.022
C 2.093 0.890 0.765
O 1.011 0.184 0.786
O 3.068 0.700 1.854
C 2.829 0.052 2.839
H 1.833 0.526 3.401
H 2.800 -1.139 2.805
H 3.587 0.268 3.672
H 3.345 1.758 -0.420
H 3.067 -0.953 -2.860
H 4.100 -0.023 -1.763
H 0.998 -1.752 -1.591
H -0.366 -4.322 0.849
H -0.539 -3.724 -0.800
C -2.988 -0.660 0.673
C -2.497 0.478 1.218
C -3.053 1.492 1.705
C -4.421 1.370 1.896
C -4.909 0.231 1.457
C -4.320 -0.946 1.068
H -4.783 -1.829 0.774
H -6.120 0.167 1.915
H -5.024 2.073 2.332
H -2.644 2.351 2.104
H -1.274 0.616 1.041
H -2.748 -2.762 0.290
```

Calculated values
2S+1   1
E_LUMO   0.17 eV
Energy relative to the best compared isomer or geometry (same formula, charge and spin)   452.01 kcal per mole
HOMO-LUMO gap   8.595 eV
HOMO level   -8.4 eV

---

Formula: C26H28N6O4PRhS3
Source: OMol25
Level of theory: wB97M-V/def2-TZVPD

```
69
C26H28N6O4PRhS3, DFT wB97M-V/def2-TZVPD
Rh 1.291 -0.234 -0.470
N -0.207 -4.373 0.972
C 0.082 -3.147 0.396
S 1.428 -2.273 1.088
N -0.626 -2.769 -0.614
N -0.397 -1.650 -1.236
C -1.211 -1.160 -2.156
C -0.928 0.093 -2.702
C -1.706 0.714 -3.717
C -1.333 1.923 -4.225
C -0.170 2.555 -3.740
C 0.536 1.916 -2.740
N 0.183 0.754 -2.226
H 0.047 -4.428 1.946
H -1.152 -4.675 0.780
H -2.096 -1.719 -2.451
H -2.584 0.200 -4.077
H -1.910 2.396 -5.008
H 0.168 3.500 -4.141
H 1.440 2.358 -2.332
C 6.389 -0.269 -4.553
C 4.918 -0.551 -4.300
O 4.551 0.106 -3.093
P 3.846 -0.667 -1.879
S 3.603 0.768 -0.507
S 2.387 -1.847 -2.569
O 5.077 -1.613 -1.401
C 4.847 -2.440 -0.264
C 6.044 -3.353 -0.085
H 6.716 -0.728 -5.484
H 6.975 -0.666 -3.728
H 6.543 0.806 -4.603
H 4.726 -1.627 -4.224
H 4.296 -0.140 -5.105
H 3.930 -3.023 -0.413
H 4.708 -1.804 0.618
H 6.141 -4.016 -0.941
H 5.909 -3.945 0.816
H 6.951 -2.761 0.004
O 1.005 1.591 1.105
C -0.134 1.215 1.372
N -0.960 1.809 2.283
C -2.260 1.183 2.260
C -1.982 0.014 1.212
O -2.821 -0.801 0.911
N -0.724 0.143 0.804
C -3.308 2.140 1.746
C -3.521 2.278 0.378
C -4.462 3.178 -0.093
C -5.184 3.958 0.793
C -4.952 3.852 2.154
C -4.020 2.943 2.628
C -2.613 0.467 3.530
C -3.831 -0.206 3.598
C -4.111 -1.030 4.671
C -3.191 -1.182 5.696
C -1.993 -0.489 5.649
C -1.700 0.324 4.569
H -0.795 2.736 2.632
H -2.956 1.678 -0.320
H -4.629 3.268 -1.158
H -5.923 4.657 0.423
H -5.494 4.479 2.849
H -3.840 2.856 3.691
H -4.536 -0.098 2.789
H -5.047 -1.573 4.698
H -3.406 -1.843 6.525
H -1.274 -0.599 6.450
H -0.752 0.840 4.523
```

Calculated values
2S+1   2
E_LUMO (spin up / spin down)   2.10 / 2.08 eV
Energy relative to the best compared isomer or geometry (same formula, charge and spin)   28.34 kcal per mole
Total charge   -1
HOMO-LUMO gap (spin up / spin down)   6.137 / 6.403 eV
HOMO level (spin up / spin down)   -4.0 / -4.3 eV